C18H47CrNO4Si2 | the ωB97M-V functional and the def2-TZVPD basis

```
73
Properties=species:S:1:pos:R:3:mulliken_charge:R:1
O 1.21 -0.55 1.91 -0.02
O 2.50 0.09 -3.08 -0.26
C 1.35 0.91 2.00 -0.08
C 1.86 1.38 3.35 -1.40
H 0.35 1.33 1.80 0.34
H 2.04 1.21 1.20 0.26
H 1.23 1.01 4.17 0.28
H 1.84 2.47 3.38 0.44
H 2.89 1.07 3.54 0.39
C 2.45 -1.23 2.31 -0.17
C 3.57 -0.95 1.34 -1.40
H 2.23 -2.31 2.34 0.07
H 2.70 -0.92 3.34 0.34
H 3.29 -1.25 0.32 0.28
H 4.46 -1.50 1.63 0.45
H 3.83 0.11 1.34 0.34
C 2.47 -0.91 -4.12 -0.26
C 3.44 1.16 -3.27 -0.18
C 3.22 -2.19 -3.74 -1.21
H 2.89 -0.51 -5.06 0.38
H 1.41 -1.14 -4.27 0.27
H 4.28 -2.00 -3.58 0.28
H 3.11 -2.91 -4.55 0.39
H 2.81 -2.64 -2.83 0.24
C 4.89 0.74 -3.45 -1.21
H 3.33 1.79 -2.38 0.28
H 3.12 1.75 -4.15 0.28
H 5.24 0.12 -2.62 0.26
H 5.51 1.64 -3.49 0.40
H 5.05 0.19 -4.39 0.31
H -0.02 0.43 -2.35 0.04
Cr -0.77 -1.31 2.21 0.40
C -1.06 0.33 -2.73 -0.62
Si -1.67 1.83 -3.70 0.32
H -1.09 -0.57 -3.36 0.29
H -1.71 0.14 -1.86 0.26
C -0.84 3.36 -3.00 -0.91
C -3.54 2.03 -3.59 -0.97
C -1.18 1.64 -5.51 -1.02
C -1.88 0.40 2.54 -0.72
Si -3.65 0.25 3.16 0.20
H -1.78 1.03 1.63 0.48
H -1.37 1.00 3.35 0.12
C -4.86 0.87 1.85 -1.02
C -3.72 1.38 4.67 -1.16
C -4.18 -1.47 3.70 -0.94
H -1.60 2.44 -6.12 0.32
H -1.54 0.68 -5.92 0.33
H -0.09 1.66 -5.63 0.27
H -1.22 3.59 -1.99 0.30
H -1.02 4.24 -3.63 0.30
H 0.25 3.22 -2.92 0.25
H -3.90 1.93 -2.55 0.27
H -4.06 1.29 -4.20 0.30
H -3.84 3.03 -3.95 0.29
H -3.14 2.29 4.47 0.32
H -3.30 0.89 5.55 0.30
H -4.75 1.68 4.90 0.35
H -3.53 -1.85 4.50 0.25
H -4.15 -2.19 2.87 0.25
H -5.21 -1.43 4.08 0.31
H -5.86 1.02 2.28 0.32
H -4.94 0.16 1.02 0.28
H -4.52 1.84 1.45 0.29
N -0.10 -3.42 2.06 -0.35
C 0.39 -3.90 3.37 -0.39
C -0.02 -2.92 4.50 0.58
O 0.17 -3.24 5.65 -0.68
O -0.54 -1.79 4.08 -0.54
H -0.81 -4.09 1.74 0.29
H 0.63 -3.56 1.36 0.27
H -0.04 -4.87 3.60 0.41
H 1.48 -4.00 3.38 0.27
```

LUMO energy (spin up / spin down): -0.2 / -0.3 eV
2S+1: 5
gap between HOMO and LUMO (spin up / spin down): 0.2598 / 0.2842 Eh
E_tot: -2693.21706 a.u.
relative energy (zero: lowest compared OMol25 entry of this formula, charge and spin): 0.0 kcal per mole
strongest force on any atom: 1.69 eV/A